No. 1
2 unconnected molecules or ions with the total composition C5H12O, computed with ωB97M-V with the def2-TZVPD basis set.

## Properties
ΔE to the lowest compared entry with this formula, charge and spin ... 104.53 kJ/mol
LUMO level ... 0.040 Eh
SMILES ... CC=O.CCC
E_HOMO ... -9.975 eV

ORCA input file:
```
! RIJCOSX wB97M-V def2-TZVPD def2/J DEFGRID3
* xyz 0 1
C 4.01308 -0.46506 2.83666
H 3.98628 -1.48808 3.21206
H 4.46096 1.10841 -0.07434
C 4.82974 1.01247 0.94280
H 4.19931 1.61456 1.59323
H -5.18083 -0.21934 -3.40928
H 4.41407 0.30338 3.50733
H -3.21598 -1.08526 -2.01926
C 4.77602 -0.42549 1.51666
H -3.73551 0.04190 -0.73688
H 2.96979 -0.12960 2.78820
H 4.32424 -1.16957 0.85035
C -5.13487 -0.08928 -2.31811
C -3.69870 -0.13288 -1.81495
O -6.08721 0.05820 -1.62102
H -3.10918 0.70467 -2.19051
H 5.76020 -0.88386 1.65213
H 5.86423 1.33488 0.95545
*
```

No. 2
2 unconnected molecules or ions with the total composition C5H12O, computed with ωB97M-V with the def2-TZVPD basis set.

## Properties
ΔE to the lowest compared entry with this formula, charge and spin ... 278.18 kJ/mol
LUMO level (spin up / spin down) ... -0.238 / -0.377 Eh
E_HOMO (spin up / spin down) ... -13.383 / -13.376 eV

ORCA input file:
```
! RIJCOSX wB97M-V def2-TZVPD def2/J DEFGRID3
* xyz 1 2
H -2.70302 -1.34895 2.46912
C 1.73173 1.00137 -2.71569
H 0.46043 -0.91082 -2.62462
H 2.75942 1.23462 -2.91021
H 2.35883 -1.03706 -2.75982
H 0.07504 -0.09172 0.53075
H -1.51777 1.12324 2.83311
C 1.45028 -0.46629 -3.02623
C -1.44326 0.35743 1.97809
C -1.64875 -1.12630 2.22916
O 0.85867 1.70039 -2.35214
H 0.71273 0.35587 2.20052
H 1.23618 -0.64336 -4.08615
H -0.98401 -1.47982 3.02484
C -0.00774 0.60654 1.46641
H -0.02821 1.61893 0.99566
H -1.09565 -1.71172 1.42509
H -2.21489 0.81765 1.32210
*
```

No. 3
2 unconnected molecules or ions with the total composition C5H12O2, computed with ωB97M-V with the def2-TZVPD basis set.

## Properties
ΔE to the lowest compared entry with this formula, charge and spin ... 271.46 kJ/mol
LUMO level (spin up / spin down) ... 0.124 / 0.123 Eh
E_HOMO (spin up / spin down) ... 0.635 / -2.486 eV

ORCA input file:
```
! RIJCOSX wB97M-V def2-TZVPD def2/J DEFGRID3
* xyz -1 2
H 0.73902 1.23028 -1.50215
H 0.44544 3.92844 -1.46391
H -0.86568 2.89887 -1.39851
C -0.34913 -1.13279 1.98180
C 0.73486 1.80888 -0.47975
C -0.03915 0.96157 0.40732
H -1.09708 -1.70157 1.38903
C 0.01876 3.14012 -0.86345
H -0.87098 -0.79494 2.86681
O 0.69314 -2.16660 2.35568
H 0.36591 -2.64890 3.15474
H -0.54956 -3.00245 -2.47763
H -0.56184 -4.41941 -3.11352
H -1.19394 0.93623 0.26622
O -0.65220 -3.47746 -3.29325
H 1.33834 -0.65589 0.84265
H -0.40427 3.33821 0.12504
H 1.73098 1.87553 0.03398
C 0.51739 -0.11812 1.16892
*
```

No. 4
A molecular structure, C5H12O2, computed with ωB97M-V with the def2-TZVPD basis set.

## Properties
ΔE to the lowest compared entry with this formula, charge and spin ... 592.35 kJ/mol
LUMO level ... 0.029 Eh
E_HOMO ... -9.627 eV

ORCA input file:
```
! RIJCOSX wB97M-V def2-TZVPD def2/J DEFGRID3
* xyz 0 1
H 1.37863 -0.02759 1.55194
H 2.04357 0.83058 -0.04111
H 1.67565 -1.58481 -2.13279
H 0.05008 -1.34068 -0.38929
H -0.70183 0.12058 2.70012
C 0.56072 -0.40905 -0.63564
O -0.41041 0.59536 -0.81718
H -1.79794 2.16566 -0.18377
H -2.26470 -0.78917 0.58766
C -1.79619 0.04977 1.26785
O -1.04761 -0.63039 2.10522
H -3.03860 0.44205 1.61849
C 0.93478 -0.72996 -2.06190
H -0.35496 1.67385 1.04145
C 1.69132 0.00403 0.21464
H 2.39867 -0.96382 -0.01916
H 1.60801 0.31622 -2.38189
C -1.06314 1.07768 0.33290
H 0.13397 -0.80032 -2.75754
*
```

No. 5
A molecular structure, C5H12O2, computed with ωB97M-V with the def2-TZVPD basis set.

## Properties
ΔE to the lowest compared entry with this formula, charge and spin ... 379.44 kJ/mol
LUMO level ... 0.035 Eh
E_HOMO ... -9.556 eV

ORCA input file:
```
! RIJCOSX wB97M-V def2-TZVPD def2/J DEFGRID3
* xyz 0 1
H -0.70076 -1.71103 0.29521
C 0.88470 -0.25807 -1.23867
H -0.62589 1.36013 0.52456
C -0.11279 0.42705 0.37639
H 1.44146 -0.46904 1.00444
H -1.86664 -0.63759 -0.48313
O 1.68749 -1.05867 -0.74564
C -1.17997 -0.72294 0.36711
H 2.84140 0.69931 -2.06170
H -1.32415 -0.74743 2.54526
H -2.73472 -1.44937 1.73513
C 0.88813 1.14503 -1.00001
H 0.41480 1.83246 -1.71608
H 0.04360 -0.57752 -1.87010
H 2.89948 0.03585 -1.71862
H -2.51468 0.30363 1.76346
C -1.98366 -0.65121 1.67792
H 1.69757 1.61297 -0.43593
O 0.82264 0.20876 1.36232
*
```

No. 6
2 unconnected molecules or ions with the total composition C5H12O2, computed with ωB97M-V with the def2-TZVPD basis set.

## Properties
ΔE to the lowest compared entry with this formula, charge and spin ... 263.93 kJ/mol
LUMO level ... 0.027 Eh
SMILES ... CC/C=C/CO.O
E_HOMO ... -8.512 eV

ORCA input file:
```
! RIJCOSX wB97M-V def2-TZVPD def2/J DEFGRID3
* xyz 0 1
H -1.11206 -0.69460 3.27561
H -0.18934 2.73074 -2.44121
O 2.50017 -2.65163 -1.18878
C -0.70937 -0.87330 2.27493
H 3.15315 -1.97106 -1.39441
H 0.28620 0.19622 -1.37434
H -1.86747 0.58381 0.09935
C -0.78132 0.62214 0.26297
H 0.86249 1.69475 -0.52987
C -0.00201 1.13610 -0.91159
H 2.02531 -2.80955 -2.01212
C -0.35806 0.35054 1.50983
H -1.49043 2.68050 -1.31726
H -1.42601 -1.43744 1.67966
H 0.35233 -2.49765 2.14289
H -1.36973 1.47926 -2.58148
H 0.42577 1.04521 1.82779
C -0.78744 2.04067 -1.84631
O 0.48785 -1.62470 2.52435
*
```

The evaluated E_tot for the records listed, in turn: -272.90885; -272.51128; -348.04361; -347.97920; -348.06030; -348.10429 Eh.
The evaluated max |F| for the records listed, in turn: 1.9; 4.4; 3.6; 12.3; 1.3; 1.9 eV/Å.